{
  "formula": "C4H10NO3P2",
  "method": "ωB97M-V with the def2-TZVPD basis set",
  "symbols": ["C", "C", "C", "C", "N", "O", "O", "O", "P", "P", "H", "H", "H", "H", "H", "H", "H", "H", "H", "H"],
  "coordinates": [[1.79356, -0.79481, 0.64818], [2.56423, 0.20270, 1.47539], [-0.04703, -1.18911, -0.89282], [-1.19995, -0.50602, -1.56557], [0.80023, -0.29446, -0.20207], [-3.46198, 0.93936, -1.04208], [1.90270, -2.01042, 0.82260], [-0.43878, 2.10306, -0.72527], [-1.96751, 0.21285, 1.66787], [-2.21820, 0.63250, -0.38162], [2.94499, 1.04230, 0.74258], [1.89758, 0.63962, 2.11827], [3.41679, -0.29060, 2.13326], [-0.36112, -1.96990, -0.23251], [0.55801, -1.70529, -1.61256], [-1.93161, -1.13127, -1.85669], [-0.90247, 0.12259, -2.38176], [0.72986, 0.73738, -0.21867], [-0.73882, 3.02500, -0.36398], [-3.34049, 0.23453, 1.86745]],
  "nbo_charge": [0.669, -0.695, -0.222, -0.719, -0.647, -1.108, -0.668, -1.164, -0.512, 1.667, 0.218, 0.233, 0.223, 0.213, 0.179, 0.215, 0.233, 0.461, 0.449, -0.023],
  "de_lowest_kj_mol": 107.4,
  "largest_force_ev_per_a": 4.9,
  "total_charge": -1
}



{
  "formula": "CH5NO2P",
  "method": "ωB97M-V with the def2-TZVPD basis set",
  "symbols": ["C", "P", "N", "O", "O", "H", "H", "H", "H", "H"],
  "coordinates": [[-1.05653, -0.30860, -0.78144], [0.63334, 0.43794, -0.14129], [0.79306, -0.28413, 1.31021], [1.67029, -0.00746, -1.14629], [0.32124, 1.91221, 0.03523], [-1.75785, -0.64595, -0.09841], [-1.63518, 0.47626, -1.26928], [-0.89419, -1.19969, -1.48391], [1.65911, -0.66351, 1.62040], [0.26671, 0.28292, 1.95479]],
  "nbo_charge": [-1.019, 2.287, -1.245, -1.189, -1.202, 0.187, 0.207, 0.198, 0.389, 0.387],
  "de_lowest_kj_mol": 0.0,
  "largest_force_ev_per_a": 4.6,
  "total_charge": -1,
  "smiles": "C[P@@](N)(=O)[O-]"
}



{
  "formula": "C45H84BCl2F17O11",
  "method": "ωB97M-V with the def2-TZVPD basis set",
  "symbols": ["C", "C", "Cl", "C", "Cl", "C", "B", "O", "O", "C", "C", "O", "O", "C", "C", "C", "C", "F", "F", "C", "F", "F", "C", "F", "F", "C", "F", "F", "C", "F", "F", "C", "F", "F", "C", "F", "F", "C", "F", "F", "F", "H", "H", "H", "H", "H", "H", "H", "H", "H", "H", "H", "H", "H", "H", "C", "C", "O", "C", "C", "H", "H", "H", "H", "H", "H", "H", "H", "H", "H", "C", "C", "O", "C", "C", "H", "H", "H", "H", "H", "H", "H", "H", "H", "H", "C", "C", "O", "C", "C", "H", "H", "H", "H", "H", "H", "H", "H", "H", "H", "C", "C", "O", "C", "C", "H", "H", "H", "H", "H", "H", "H", "H", "H", "H", "C", "C", "O", "C", "C", "H", "H", "H", "H", "H", "H", "H", "H", "H", "H", "C", "C", "O", "C", "C", "H", "H", "H", "H", "H", "H", "H", "H", "H", "H", "C", "C", "O", "C", "C", "H", "H", "H", "H", "H", "H", "H", "H", "H", "H"],
  "coordinates": [[-2.23125, 0.35412, -0.32111], [-2.24011, 0.12030, -1.82796], [-1.02096, -1.04446, -2.42959], [-2.17107, 1.35987, -2.69585], [-3.67499, 2.22657, -2.27407], [-0.96206, 2.30144, -2.77945], [0.11588, 1.65925, -3.75289], [1.42419, 1.63089, -3.40607], [-0.34660, 1.18837, -4.96631], [-1.41814, 3.52300, -3.63717], [-0.23831, 4.42710, -3.49445], [0.33118, 5.17680, -4.31677], [0.21876, 4.28975, -2.23595], [-0.45581, 3.18114, -1.59090], [0.51666, 2.76797, -0.47081], [1.34194, 1.48717, -0.56214], [2.81839, 1.77895, -0.51106], [3.20719, 2.74879, -1.39450], [3.55370, 0.66362, -0.82024], [3.33701, 2.26930, 0.89495], [2.36355, 2.02378, 1.82167], [3.56347, 3.61899, 0.85251], [4.66222, 1.65870, 1.45554], [4.59918, 0.28756, 1.44023], [4.76039, 2.06805, 2.75895], [5.94584, 2.17017, 0.70651], [5.67242, 2.38146, -0.60973], [6.30525, 3.35218, 1.28041], [7.21313, 1.25434, 0.79019], [8.28917, 2.06337, 0.57078], [7.30099, 0.74528, 2.05211], [7.30768, 0.10519, -0.26756], [6.08249, -0.41945, -0.52798], [7.81319, 0.63256, -1.41800], [8.24739, -1.05967, 0.16166], [8.68756, -1.67010, -0.97672], [9.31402, -0.53100, 0.83933], [7.56801, -2.14972, 1.03757], [6.60774, -1.58575, 1.81805], [6.98095, -3.10795, 0.24612], [8.49571, -2.73066, 1.84266], [-3.15755, 0.01039, 0.10944], [-2.14636, 1.40282, -0.08551], [-1.45307, -0.21431, 0.15557], [-3.18161, -0.33900, -2.07478], [-2.30073, 1.02184, -3.70964], [1.94057, 1.20126, -4.08736], [0.01295, 0.32843, -5.17067], [-1.63905, 3.31579, -4.66848], [-2.19144, 4.07058, -3.11899], [-1.35925, 3.56584, -1.13435], [-0.02062, 2.77724, 0.46317], [1.20735, 3.59471, -0.41078], [1.12435, 0.84169, 0.27327], [1.17849, 0.90793, -1.44501], [-3.03012, -6.88901, -3.36682], [-2.43952, -5.64061, -4.00185], [-1.86881, -4.74117, -3.07388], [-0.79206, -5.25693, -2.32374], [0.41216, -5.66728, -3.15502], [-3.71502, -6.61607, -2.56336], [-3.57855, -7.46277, -4.11355], [-2.26146, -7.54133, -2.94981], [-3.22438, -5.06786, -4.49427], [-1.71094, -5.91473, -4.77426], [-1.13382, -6.09265, -1.70004], [-0.51112, -4.45020, -1.64593], [0.20645, -6.54106, -3.77522], [1.24758, -5.91705, -2.50068], [0.71304, -4.85062, -3.81215], [5.00922, -0.34958, -3.97935], [3.92684, -1.38906, -4.21387], [3.32771, -1.31922, -5.49661], [4.20107, -1.53930, -6.59007], [4.84439, -2.91529, -6.59564], [4.63866, 0.64430, -4.23604], [5.30599, -0.35066, -2.93370], [5.90271, -0.53543, -4.57672], [3.10212, -1.22286, -3.51829], [4.31126, -2.39504, -4.01142], [4.96892, -0.75875, -6.63230], [3.57498, -1.41723, -7.47285], [5.55943, -3.03889, -5.78137], [5.38186, -3.06806, -7.53099], [4.08354, -3.69011, -6.49892], [-6.67950, -0.93614, 3.51473], [-5.53024, -1.47213, 2.67911], [-4.31640, -0.76547, 2.85621], [-3.79987, -0.78282, 4.17591], [-3.46035, -2.16181, 4.70729], [-6.79046, 0.13852, 3.37242], [-7.61161, -1.42391, 3.22931], [-6.53084, -1.11216, 4.58026], [-5.75867, -1.36905, 1.61803], [-5.38398, -2.54210, 2.87040], [-4.49238, -0.27685, 4.86021], [-2.89811, -0.17260, 4.12565], [-4.35366, -2.76737, 4.87334], [-2.94206, -2.07213, 5.66257], [-2.81344, -2.68719, 4.01060], [-7.33063, 4.74841, -5.23192], [-7.23571, 3.24359, -5.04126], [-6.83416, 2.85146, -3.74359], [-7.69632, 3.23739, -2.69214], [-9.09504, 2.65078, -2.78949], [-6.40611, 5.22887, -4.91099], [-7.49786, 4.97987, -6.28360], [-8.15359, 5.18442, -4.66408], [-6.47110, 2.83471, -5.70089], [-8.18325, 2.76448, -5.31467], [-7.74695, 4.32998, -2.61380], [-7.20634, 2.87627, -1.78807], [-9.65813, 3.06621, -3.62619], [-9.65259, 2.86690, -1.87838], [-9.04328, 1.56967, -2.91983], [-6.76870, 2.46736, 7.71051], [-6.84573, 2.15815, 6.22469], [-7.90560, 1.29175, 5.86927], [-9.20747, 1.76983, 6.14585], [-9.56671, 3.04852, 5.40726], [-6.77233, 1.54386, 8.28992], [-5.85137, 3.01354, 7.92887], [-7.60519, 3.08111, 8.04691], [-5.94384, 1.63383, 5.90802], [-6.89416, 3.08667, 5.64406], [-9.35068, 1.90036, 7.22494], [-9.86929, 0.96315, 5.83278], [-8.99517, 3.90556, 5.76562], [-10.62302, 3.27517, 5.54986], [-9.37412, 2.93582, 4.34011], [-2.28209, -6.65388, 2.01888], [-1.65206, -5.42702, 1.38014], [-1.09385, -4.51835, 2.30206], [-0.04456, -5.04360, 3.08857], [1.14862, -5.51289, 2.27904], [-2.98989, -6.35590, 2.79310], [-2.81238, -7.23417, 1.26379], [-1.53898, -7.30876, 2.47593], [-2.41448, -4.85834, 0.84705], [-0.90043, -5.72016, 0.63938], [-0.41002, -5.85439, 3.72982], [0.24776, -4.22535, 3.74601], [0.91958, -6.39873, 1.68413], [1.96956, -5.76809, 2.94683], [1.47810, -4.72506, 1.60180], [8.97727, 5.30886, 3.70282], [10.36954, 4.82598, 4.07594], [10.38979, 3.56697, 4.72094], [9.87362, 2.49414, 3.95811], [10.63154, 2.22455, 2.66926], [8.31756, 5.26813, 4.56980], [9.02413, 6.33786, 3.34705], [8.53099, 4.70707, 2.90961], [10.82141, 5.51068, 4.79271], [11.01696, 4.81701, 3.19130], [8.80945, 2.65168, 3.74373], [9.93882, 1.62789, 4.61578], [10.50124, 3.02720, 1.94210], [10.26838, 1.30661, 2.21181], [11.69835, 2.11768, 2.86760]],
  "mulliken_charge": [-1.324, -0.082, -0.044, -0.925, -0.063, 0.478, 0.665, -0.691, -0.645, -1.274, 0.491, -0.696, -0.413, 0.203, -2.263, -0.342, 0.434, -0.386, -0.383, 0.896, -0.349, -0.313, 0.509, -0.226, -0.333, 0.241, -0.207, -0.298, 0.936, -0.307, -0.330, 0.619, -0.297, -0.325, 0.422, -0.287, -0.263, 0.637, -0.164, -0.236, -0.255, 0.292, 0.199, 0.317, 0.771, 0.722, 0.186, 0.305, 0.444, 0.540, 0.961, 0.417, 0.743, 0.857, 0.386, -1.041, -0.377, -0.353, -0.007, -1.313, 0.261, 0.398, 0.258, 0.317, 0.331, 0.093, 0.367, 0.278, 0.440, 0.335, -0.552, -0.442, -0.401, -0.353, -1.072, 0.279, -0.108, 0.424, 0.247, 0.388, 0.336, 0.350, 0.264, 0.407, 0.268, -1.024, -0.338, -0.359, 0.306, -1.148, 0.261, 0.474, 0.211, 0.341, 0.260, -0.269, 0.372, 0.261, 0.466, 0.224, -1.053, -0.339, -0.377, -0.305, -1.096, 0.275, 0.400, 0.265, 0.325, 0.296, 0.319, 0.304, 0.269, 0.389, 0.309, -1.195, -0.077, -0.380, -0.310, -1.089, 0.319, 0.401, 0.288, 0.118, 0.306, 0.291, 0.344, 0.271, 0.402, 0.288, -1.243, 0.139, -0.348, -0.371, -1.065, 0.292, 0.429, 0.294, 0.353, -0.087, 0.352, 0.321, 0.240, 0.405, 0.266, -0.781, -0.338, -0.452, -0.295, -0.687, 0.287, 0.418, 0.017, 0.356, 0.280, 0.243, 0.348, 0.207, 0.038, 0.409],
  "largest_force_ev_per_a": 4.1,
  "e_tot_ev": -142468.5570,
  "smiles": "C[C@H](Cl)[C@@H](Cl)[C@@]1(B(O)O)CC(=O)O[C@@H]1CCC(F)(F)C(F)(F)C(F)(F)C(F)(F)C(F)(F)C(F)(F)C(F)(F)C(F)(F)F.CCOCC.CCOCC.CCOCC.CCOCC.CCOCC.CCOCC.CCOCC"
}



{
  "formula": "C18H28N3",
  "method": "ωB97M-V with the def2-TZVPD basis set",
  "symbols": ["C", "N", "C", "C", "C", "N", "C", "C", "C", "C", "C", "C", "C", "C", "C", "C", "N", "C", "C", "C", "C", "H", "H", "H", "H", "H", "H", "H", "H", "H", "H", "H", "H", "H", "H", "H", "H", "H", "H", "H", "H", "H", "H", "H", "H", "H", "H", "H", "H"],
  "coordinates": [[2.74046, -1.05996, 1.10372], [1.50250, -1.76279, 1.40985], [1.70210, -3.18820, 1.60545], [0.52756, -3.78249, 2.32753], [-0.76526, -3.39098, 1.67348], [-0.81177, -1.95234, 1.46721], [-2.15139, -1.38813, 1.47406], [0.28940, -1.21083, 1.31896], [0.14404, 0.28939, 1.08778], [-0.49660, 0.68514, -0.19958], [0.32719, 0.27691, -1.43157], [1.47587, 1.01253, -1.72647], [2.10444, 0.86507, -2.96702], [1.69239, -0.14807, -3.83696], [0.64306, -0.99219, -3.46731], [-0.05779, -0.77458, -2.27156], [-0.77098, 2.10639, -0.19120], [-0.63398, 2.95510, -1.33916], [-1.52155, 4.19324, -1.09358], [-2.10417, 4.02336, 0.32264], [-1.72577, 2.60338, 0.76902], [2.76898, -0.05585, 1.53580], [3.55943, -1.61859, 1.57153], [2.93670, -1.00936, 0.02185], [1.86938, -3.68452, 0.63307], [2.61171, -3.30985, 2.20268], [0.61855, -4.86965, 2.32101], [0.52676, -3.46837, 3.37811], [-0.90525, -3.92239, 0.71673], [-1.60231, -3.64626, 2.32311], [-2.21888, -0.49956, 2.10928], [-2.53031, -1.15566, 0.47235], [-2.82009, -2.13522, 1.90377], [-0.43561, 0.69530, 1.93171], [1.12106, 0.77135, 1.16057], [-1.48243, 0.18276, -0.27573], [1.84663, 1.74647, -1.00594], [2.91016, 1.55170, -3.23045], [2.18354, -0.26296, -4.80576], [0.35423, -1.81585, -4.12701], [-0.91216, -1.41199, -2.01236], [-0.89746, 2.46373, -2.29192], [0.41103, 3.29497, -1.45916], [-2.31362, 4.22574, -1.84972], [-0.92309, 5.10497, -1.17865], [-1.64802, 4.74324, 1.00562], [-3.18596, 4.16850, 0.33341], [-1.32953, 2.59632, 1.79463], [-2.62318, 1.96111, 0.78621]],
  "nbo_charge": [-0.414, -0.361, -0.214, -0.432, -0.211, -0.369, -0.414, 0.604, -0.470, -0.034, -0.064, -0.162, -0.221, -0.203, -0.203, -0.219, -0.471, -0.200, -0.409, -0.410, -0.202, 0.223, 0.226, 0.232, 0.216, 0.229, 0.249, 0.224, 0.216, 0.227, 0.225, 0.221, 0.228, 0.252, 0.246, 0.176, 0.211, 0.227, 0.231, 0.227, 0.212, 0.189, 0.180, 0.216, 0.221, 0.215, 0.223, 0.179, 0.159],
  "largest_force_ev_per_a": 2.2,
  "e_tot_ev": -23584.6932,
  "total_charge": 1,
  "smiles": "CN1CCC[N+](C)=C1C[C@H](c1ccccc1)N1CCCC1"
}



{
  "formula": "C4H8O3",
  "method": "ωB97M-V with the def2-TZVPD basis set",
  "symbols": ["C", "C", "O", "C", "O", "C", "O", "H", "H", "H", "H", "H", "H", "H", "H"],
  "coordinates": [[-0.62872, 0.20874, -1.69365], [0.43773, 0.39196, -0.63126], [0.26815, 1.66603, -0.04249], [0.41845, -0.66452, 0.47771], [1.55332, -0.46451, 1.28000], [-0.82087, -0.53364, 1.34595], [-0.72508, -0.44910, 2.54953], [-0.55321, 1.01839, -2.42377], [-0.49414, -0.74183, -2.21876], [-1.63785, 0.23845, -1.27205], [1.42884, 0.32151, -1.10442], [0.93877, 1.71968, 0.65450], [0.41592, -1.67621, 0.03251], [1.24156, -0.52996, 2.20005], [-1.80632, -0.54296, 0.84734]],
  "nbo_charge": [-0.629, 0.089, -0.719, -0.038, -0.720, 0.430, -0.534, 0.231, 0.214, 0.207, 0.175, 0.482, 0.188, 0.493, 0.131],
  "de_lowest_kj_mol": 125.9,
  "largest_force_ev_per_a": 0.5,
  "smiles": "C[C@@H](O)[C@@H](O)C=O"
}



Question: What is the formula in the second record?
Answer: CH5NO2P